Molecular formula: C5H5Br2N3O2
Method: DFT, ωB97M-V with the def2-TZVPD basis set

```
17
Properties=species:S:1:pos:R:3:forces:R:3:lowdin_charge:R:1
C -0.7727 -0.9637 0.9082 0.4125 1.0986 -1.5177 -0.42
C 0.1005 -0.1553 -1.1218 -0.9344 1.0959 -1.1001 -0.44
C 1.5638 -0.1583 1.6722 1.7150 1.8545 1.3806 -0.06
C 2.1266 0.3417 0.5591 0.5735 0.2953 -0.5645 -0.69
C -2.3292 -0.7596 -0.9868 -0.8574 -2.5000 -0.5789 -0.01
N -1.0210 -0.6380 -0.4306 0.7448 -0.5821 0.8439 0.01
N 0.6361 -0.8914 0.9913 -1.0531 -0.8397 -1.4888 0.07
N 1.1541 -0.3562 -0.2619 0.6545 -1.7063 0.9241 0.08
O -1.6009 -1.2405 1.7095 -0.0685 -0.3939 0.9717 0.15
O 0.1019 0.3367 -2.2330 0.1536 -0.5986 1.1829 0.11
Br 0.7713 3.4176 0.2062 -0.7363 0.7908 0.3043 0.40
Br 3.8245 1.0615 0.0554 -1.2791 -0.5132 0.2771 0.75
H 1.7461 0.0223 2.7153 -0.1329 -0.5705 0.1355 0.13
H 1.6346 2.4439 -0.2737 0.5081 -0.4259 -0.3872 -0.38
H -2.1840 -1.0008 -2.0434 -0.1732 0.0089 0.0477 0.09
H -2.9623 -1.6519 -0.5169 1.5342 2.2432 -0.6912 0.15
H -2.7893 0.1920 -0.9492 -1.0612 0.7429 0.2607 0.08
```
Positions in Å, forces in eV/Å.

Properties
Energy in eV: -153913.7808
Frontier orbital gap in eV: 9.52
ΔE to the lowest compared entry with this formula, charge and spin in kJ/mol: 63.6
Highest occupied orbital energy in eV: -9.49

***

Molecular formula: C8H16N5S
Method: DFT, ωB97M-V with the def2-TZVPD basis set

```
30
Properties=species:S:1:pos:R:3:forces:R:3:lowdin_charge:R:1
C 0.5117 3.0354 0.0606 0.4327 -0.0824 -0.2319 -0.04
C 0.9239 2.0267 1.0913 -1.3089 -1.8230 1.9603 -0.56
C 0.0781 2.3090 2.3951 -0.7803 0.0582 -2.2996 -0.03
C 2.3544 1.7711 1.5930 0.2642 0.8844 0.8024 -0.02
N 0.5469 0.6894 0.6629 -1.2635 -0.5283 -0.2624 0.11
C 0.3057 0.1693 -0.4447 1.4605 2.5853 -0.2314 -0.40
S 0.8735 0.6983 -2.2149 -0.9187 0.6448 0.9983 1.01
C 0.9344 -0.9745 -2.5887 1.3078 0.0623 1.0832 -0.45
N 0.6380 -1.8063 -1.6706 0.7685 -1.2733 -1.5799 -0.03
C 0.1530 -1.2702 -0.4753 -1.9662 -2.2933 -1.1269 -0.33
N -1.2310 -1.8356 -0.2669 1.9140 0.5938 -0.2820 0.17
C -1.8666 -2.8478 -0.8603 -1.3353 2.3153 -0.0015 -0.43
N -3.1731 -2.9270 -0.5265 -1.1671 -1.9870 -0.1895 0.17
N -1.3565 -3.4314 -1.9228 -0.0024 -2.6669 -0.7455 0.19
H -0.0456 3.8626 0.4490 -0.3851 0.3364 0.5517 0.08
H 1.3832 3.4764 -0.3617 0.5549 0.2037 -1.1511 0.08
H -0.1488 2.4936 -0.6230 0.3168 0.7032 -0.3545 0.05
H -1.0228 2.3718 2.1805 1.0666 0.0072 0.1468 0.11
H 0.4511 3.2279 2.7423 0.1003 1.5880 0.4517 0.07
H 0.2652 1.6446 3.1759 0.2099 -1.5608 1.0419 0.05
H 3.1173 1.5057 0.8946 0.0997 -0.4256 -1.0470 0.07
H 2.7062 2.7151 1.9728 0.2149 0.4837 0.4943 0.09
H 2.4118 1.0362 2.4296 -0.4472 0.5259 -0.6957 0.11
H 1.5206 -1.3018 -3.4439 -0.6408 -0.0060 -0.3716 0.10
H 0.7152 -1.5710 0.3455 1.1024 -1.0937 1.3749 0.14
H -1.6677 -1.3235 0.4465 -1.1274 0.3985 0.9541 0.13
H -3.7271 -3.6655 -0.9996 0.5663 0.8857 0.6509 0.14
H -3.5923 -2.5722 0.3456 0.8072 -0.2742 -0.8073 0.14
H -1.6860 -4.3722 -2.3045 0.4337 2.0964 0.9718 0.18
H -0.3728 -3.1341 -2.0818 -0.2774 -0.3582 -0.1044 0.09
```
Positions in Å, forces in eV/Å.

Properties
Charge: +1
Energy in eV: -26833.9422
Frontier orbital gap in eV: 9.57
SMILES: CC(C)(C)/N=C1\SC=N[C@@H]1[NH+]=C(N)N
ΔE to the lowest compared entry with this formula, charge and spin in kJ/mol: 0.0
Highest occupied orbital energy in eV: -12.48

***

Molecular formula: CH2IN2PS
Method: DFT, ωB97M-V with the def2-TZVPD basis set

```
8
Properties=species:S:1:pos:R:3:forces:R:3:lowdin_charge:R:1
S 3.5668 2.8936 0.4972 1.8720 2.9391 1.4080 0.73
C 2.8191 1.8057 -0.2340 -0.1181 -1.0118 0.0932 -0.88
N 2.3074 0.7949 -0.5679 0.7085 -0.6398 0.0497 -0.14
N 1.2698 0.4959 -1.3251 -2.7685 -1.0856 -1.0509 -0.34
P -0.1011 0.3863 -0.5152 1.3912 0.8274 -1.1329 0.39
I -1.2492 2.4385 0.2112 0.0320 -0.3768 0.0690 0.35
H -0.0353 -0.4533 0.5302 0.1316 -0.3731 1.8206 -0.06
H -0.8984 -0.3831 -1.2596 -1.2488 -0.2794 -1.2566 -0.06
```
Positions in Å, forces in eV/Å.

Properties
Energy in eV: -32271.4196
Frontier orbital gap in eV: 7.77
SMILES: S=C=NN=[PH2]I
ΔE to the lowest compared entry with this formula, charge and spin in kJ/mol: 228.0
Highest occupied orbital energy in eV: -8.48

***

Molecular formula: C21H41IMoN2Si4
Method: DFT, ωB97M-V with the def2-TZVPD basis set

```
70
Properties=species:S:1:pos:R:3:forces:R:3:mulliken_spin:R:1
C 1.9793 1.8797 0.9412 2.3386 0.4217 -0.6092 0.04
C 2.4764 0.5874 0.0660 2.4471 1.1404 0.5344 0.08
H 1.4245 2.6897 0.3704 0.2089 -0.8867 0.2236 0.01
H 2.9273 2.4309 1.0327 -0.4015 0.1027 0.2967 0.00
H 1.6472 1.7482 1.9831 -0.0787 -0.4890 -0.2810 -0.04
H 2.2375 0.6073 -1.0271 0.1946 0.1190 0.6075 0.01
H 3.5618 0.7701 0.0600 -0.2566 -0.4272 -0.0628 0.00
H 2.4174 -0.4021 0.5614 -0.4516 0.3863 0.1407 -0.05
C -2.8843 0.7598 -0.4515 0.2664 0.4393 -0.1133 0.02
C -4.0983 0.4574 -1.0568 0.1730 -0.2519 -0.1022 -0.01
C -4.1183 -0.4847 -2.0894 0.1488 0.4227 0.2518 0.01
C -2.9180 -1.0584 -2.4820 0.9146 0.1243 0.2817 -0.01
H -2.8331 1.5012 0.3568 -0.1163 -0.5642 -0.4658 -0.01
H -5.0021 0.9573 -0.7047 0.2738 -0.2523 -0.1023 0.00
H -5.0478 -0.7710 -2.5751 0.1664 0.0935 0.0813 0.00
H -2.8923 -1.8093 -3.2687 -0.1900 0.3157 0.2404 0.00
N -1.6987 0.2382 -0.8459 0.0427 -0.6571 0.2763 -0.04
C -1.7111 -0.6985 -1.8395 -1.3897 0.4712 0.3958 -0.02
C -0.4746 -1.4471 -2.0452 1.0513 -0.8342 0.1630 0.04
N 0.6231 -1.0863 -1.2915 -0.8413 -0.8158 -0.3494 -0.03
C 1.6750 -1.9662 -1.3022 -0.3902 0.2408 -0.1370 0.03
C 0.5832 -3.5092 -2.7864 0.0067 0.3971 0.2203 0.01
C 1.6594 -3.1921 -1.9591 0.1232 0.3811 -0.0311 -0.01
H 2.5825 -1.6675 -0.7762 -0.4178 -0.2703 -0.1211 0.00
H 2.5061 -3.8669 -1.8323 -0.1940 0.2582 -0.1326 0.00
C -0.4768 -2.6161 -2.8357 0.1002 0.6061 0.2618 -0.01
H -1.3447 -2.8326 -3.4517 0.3213 -0.0371 0.1681 0.00
H 0.5620 -4.4236 -3.3733 0.0222 0.1296 0.1636 0.00
Mo 0.3531 0.6978 0.1477 -4.2573 -0.4758 -0.9804 2.20
I -0.8402 3.2734 0.2983 -0.0572 -0.6880 -0.1221 -0.09
C 3.0902 -0.8217 3.1756 0.0766 0.0677 0.0727 0.00
Si 1.4270 -0.4811 4.0135 0.2724 0.3485 0.0887 -0.01
C 1.2701 -1.6862 5.4590 -0.0838 0.0319 -0.1372 -0.01
C 1.3558 1.3033 4.6383 0.3607 -0.2598 0.2212 0.01
Si -0.2863 -0.6625 2.4243 0.0740 -0.0367 -0.1310 -0.19
Si -0.5913 -2.9672 2.1581 0.0966 -0.4592 -0.5062 0.02
C -1.3331 -3.7866 3.6947 0.0472 0.2509 -0.0323 -0.01
C -1.7469 -3.2862 0.6988 -0.0735 -0.1548 -0.0538 0.00
C 1.0784 -3.7658 1.7954 -0.0923 -0.2280 0.0534 0.00
Si -2.2578 -0.0846 3.5529 -0.6643 0.5954 0.0421 0.04
C -2.3158 -0.7245 5.3325 0.2250 -0.1277 -0.1612 0.00
C -2.3706 1.7927 3.6334 -0.1743 -0.0294 0.0520 0.00
C -3.7397 -0.7772 2.6059 -0.0259 0.0700 0.1414 0.00
H 3.7885 -1.1682 3.9530 -0.0409 0.1442 -0.3153 0.00
H 3.5137 0.0817 2.7169 0.0291 -0.1245 0.1543 0.00
H 3.0376 -1.6021 2.4062 0.0093 0.0505 0.1900 0.00
H 2.2094 -1.6180 6.0307 -0.2478 -0.0146 -0.1304 0.00
H 0.4432 -1.4351 6.1349 0.2160 -0.1056 -0.1886 0.00
H 1.1520 -2.7280 5.1324 0.0975 0.2617 0.1008 0.00
H 1.1973 2.0498 3.8499 -0.0112 -0.0714 0.2286 0.00
H 0.5587 1.4232 5.3858 0.1899 0.0158 -0.2129 0.00
H 2.3180 1.5201 5.1278 -0.2871 0.1300 -0.0363 0.00
H -2.3692 -3.4745 3.8791 0.2392 -0.0977 -0.0692 0.00
H -1.3373 -4.8698 3.4977 0.0050 0.2442 0.0247 0.00
H -0.7512 -3.6119 4.6075 -0.1688 -0.0528 -0.2059 0.00
H -1.1860 -3.3646 -0.2413 -0.0573 -0.0570 0.1719 0.00
H -2.2666 -4.2430 0.8629 0.0946 0.2341 -0.1549 0.00
H -2.5074 -2.5070 0.5671 0.0794 -0.1342 0.1099 0.00
H 1.4292 -3.5358 0.7796 -0.0825 -0.0763 0.2831 0.00
H 1.8619 -3.4767 2.5073 -0.2015 -0.1271 -0.1045 0.00
H 0.9399 -4.8559 1.8690 0.1945 0.2177 -0.0849 0.00
H -1.4387 -0.4241 5.9201 -0.2636 -0.0296 -0.1167 0.00
H -3.2034 -0.2683 5.7983 0.2120 -0.1010 -0.1496 0.00
H -2.4223 -1.8147 5.3945 0.0576 0.2908 0.0294 0.00
H -2.7111 2.2187 2.6812 0.0101 -0.0277 0.2207 0.00
H -3.0986 2.0547 4.4177 0.1876 0.0704 -0.2734 0.00
H -1.4119 2.2650 3.8797 -0.1875 -0.0917 0.0196 0.00
H -3.7822 -0.4123 1.5712 -0.0144 -0.1280 0.3043 0.00
H -3.7548 -1.8750 2.5819 -0.0123 0.2434 0.0286 0.00
H -4.6504 -0.4365 3.1230 0.1573 -0.1323 -0.1698 0.00
```
Positions in Å, forces in eV/Å.

Properties
Multiplicity: 3
Charge: +2
Energy in eV: -66874.7694
Frontier orbital gap (alpha / beta) in eV: 5.69 / 6.35
Expectation value of S²: 2.100
Highest occupied orbital energy (alpha / beta) in eV: -13.80 / -13.95

***

Q: The lowest energy belongs to which entry?
A: C5H5Br2N3O2

***

Q: Look up the energy of the second one.
A: -26833.9422 eV